w | Here is a single C3H7NOS molecule from the Open Molecules 2025 dataset. Energies are from the ωB97M-V functional and the def2-TZVPD basis.

Results
Molar mass ... 105.162 g/mol
SMILES ... N[C@H](C=O)CS
LUMO ... 0.751 eV

Cartesian coordinates (Å):
O  -2.333  -0.394  0.567
C  -1.754  0.308  -0.212
C  -0.250  0.273  -0.434
C  0.386  -0.921  0.277
S  2.183  -0.799  0.109
N  0.240  1.593  -0.086
H  -2.289  1.112  -0.756
H  -0.116  0.172  -1.517
H  0.044  -0.969  1.310
H  0.032  -1.831  -0.209
H  2.475  -2.052  0.471
H  1.175  1.753  -0.430
H  0.207  1.757  0.911

Need the natural (NBO) charges? In units of e they are: -0.52 0.45 -0.17 -0.53 -0.06 -0.83 0.12 0.21 0.23 0.23 0.13 0.38 0.36

x | Here is a single C3H7NOS molecule from the Open Molecules 2025 dataset. Energies are from the ωB97M-V functional and the def2-TZVPD basis.

Results
Molar mass ... 105.162 g/mol
SMILES ... C[C@@H](O)/C=N\S
LUMO ... 0.810 eV

Cartesian coordinates (Å):
C  1.210  -1.788  -1.449
C  0.541  -1.045  -0.271
C  -0.758  -0.403  -0.699
H  2.140  -2.184  -1.150
H  1.399  -1.009  -2.265
H  0.568  -2.567  -1.756
H  0.402  -1.730  0.579
H  1.724  0.536  -0.427
H  -1.321  -0.858  -1.536
H  -1.795  2.033  1.393
N  -1.369  0.534  -0.143
O  1.389  -0.048  0.263
S  -0.663  1.365  1.161

Need the natural (NBO) charges? In units of e they are: -0.62 0.02 0.05 0.22 0.20 0.22 0.20 0.47 0.18 0.09 -0.53 -0.71 0.20

y | Here is a single C3H7NOS molecule from the Open Molecules 2025 dataset. Energies are from the ωB97M-V functional and the def2-TZVPD basis.

Results
Molar mass ... 105.162 g/mol
SMILES ... CCO/C=N/S
LUMO ... 0.824 eV

Cartesian coordinates (Å):
C  0.601  -0.514  -1.513
C  0.590  -1.209  -0.129
C  0.254  0.622  1.264
H  0.030  0.528  -1.350
H  0.030  -1.141  -2.338
H  1.687  -0.478  -1.720
H  1.208  -2.083  -0.098
H  -0.341  -1.549  0.263
H  0.677  1.232  1.977
H  -2.965  1.981  0.560
N  -0.956  0.741  0.827
O  1.077  -0.328  0.830
S  -1.893  2.198  1.427

Need the natural (NBO) charges? In units of e they are: -0.65 -0.08 0.39 0.24 0.22 0.22 0.18 0.19 0.16 0.14 -0.63 -0.48 0.10

z | Here is 2 unconnected molecules or ions with the total composition C3H7NOS from the Open Molecules 2025 dataset. Energies are from the ωB97M-V functional and the def2-TZVPD basis.

Results
Molar mass ... 105.162 g/mol
LUMO (alpha / beta) ... -0.145 / -0.147 eV

Cartesian coordinates (Å):
C  1.350  1.622  -0.024
C  -0.063  0.144  -0.307
C  0.360  -1.132  0.372
N  -1.354  0.559  -0.376
O  -3.873  0.526  -0.014
S  -2.756  -0.306  0.341
H  0.863  2.239  -0.840
H  2.309  1.245  -0.186
H  -0.366  -1.288  1.172
H  0.580  -1.932  -0.431
H  1.355  -0.829  0.838
H  -1.530  1.367  -1.049
H  -2.798  -1.530  -0.606

Need the natural (NBO) charges? In units of e they are: -0.55 0.32 -0.75 -0.82 -0.92 1.27 0.14 0.13 0.21 0.26 0.27 0.44 0.00

Which structure is the least stable? The one labeled z.

w | Here is a single C3H7NOS molecule from the Open Molecules 2025 dataset. Energies are from the ωB97M-V functional and the def2-TZVPD basis.

Results
Molar mass ... 105.162 g/mol
SMILES ... O=CNCCS
LUMO ... 0.810 eV

Cartesian coordinates (Å):
O  1.258  1.167  2.353
C  1.206  0.425  1.399
N  0.136  -0.335  1.056
C  -0.002  -0.899  -0.269
C  -0.921  -0.113  -1.245
S  -1.163  1.643  -0.960
H  2.053  0.278  0.701
H  -0.670  -0.344  1.661
H  -0.466  -1.876  -0.162
H  0.999  -1.022  -0.678
H  -1.911  -0.559  -1.291
H  -0.492  -0.311  -2.240
H  -0.026  1.945  -0.325

Need the natural (NBO) charges? In units of e they are: -0.59 0.52 -0.62 -0.22 -0.55 -0.02 0.10 0.41 0.21 0.21 0.22 0.22 0.13

x | Here is a single C3H7NOS molecule from the Open Molecules 2025 dataset. Energies are from the ωB97M-V functional and the def2-TZVPD basis.

Results
Molar mass ... 105.162 g/mol
LUMO (alpha / beta) ... -0.507 / -0.508 eV

Cartesian coordinates (Å):
C  0.497  -0.237  -1.009
C  -1.613  -0.309  0.129
C  0.965  1.064  0.941
N  0.136  0.854  -0.162
O  -0.989  -2.411  -1.236
S  -1.184  -0.974  -1.396
H  0.992  0.045  -1.840
H  1.086  -0.982  -0.379
H  -1.593  -0.918  1.068
H  -2.201  0.621  0.200
H  1.201  0.170  1.524
H  1.985  1.349  0.546
H  0.720  1.727  1.617

Need the natural (NBO) charges? In units of e they are: -0.41 -0.53 -0.43 -0.36 -0.97 1.26 0.19 0.19 0.24 0.24 0.17 0.20 0.20

y | Here is a single C3H7NOS molecule from the Open Molecules 2025 dataset. Energies are from the ωB97M-V functional and the def2-TZVPD basis.

Results
Molar mass ... 105.162 g/mol
SMILES ... O=CNCCS
LUMO ... 0.751 eV

Cartesian coordinates (Å):
O  3.146  -0.009  -1.415
C  2.023  0.219  -1.039
N  1.405  -0.408  -0.055
C  0.188  0.105  0.555
C  -1.096  -0.655  0.546
S  -2.557  0.332  0.542
H  1.276  0.944  -1.536
H  1.730  -1.335  0.034
H  0.176  1.131  0.064
H  0.411  0.263  1.547
H  -1.203  -1.336  1.382
H  -1.062  -1.252  -0.326
H  -2.108  1.184  1.497

Need the natural (NBO) charges? In units of e they are: -0.59 0.54 -0.62 -0.22 -0.56 0.01 0.08 0.40 0.21 0.19 0.22 0.23 0.12

Which structure is the least stable? The one labeled x.

w | Here is a molecular structure, C7H8O2 from the Open Molecules 2025 dataset. Energies are from the ωB97M-V functional and the def2-TZVPD basis.

Results
Molar mass ... 124.139 g/mol
LUMO ... 1.072 eV

Cartesian coordinates (Å):
C  1.963  -0.406  -0.451
C  0.128  -0.990  0.145
C  -2.111  -0.773  -0.049
C  -1.802  0.533  -0.432
C  -0.481  1.186  0.079
C  1.220  0.849  0.109
C  0.237  0.226  0.995
H  2.958  -0.302  -0.193
H  1.780  -0.252  -1.573
H  0.010  -0.752  -0.956
H  -3.051  -1.303  -0.136
H  -2.508  1.127  -0.897
H  -0.612  2.216  0.433
H  1.819  1.693  0.408
H  0.149  0.248  2.112
O  1.403  -1.576  0.063
O  -1.101  -1.725  0.342

Need the natural (NBO) charges? In units of e they are: -0.10 0.36 0.13 -0.31 -0.22 -0.19 -0.34 0.21 0.17 0.16 0.21 0.22 0.22 0.23 0.23 -0.49 -0.49

x | Here is a single C7H8O2 molecule from the Open Molecules 2025 dataset. Energies are from the ωB97M-V functional and the def2-TZVPD basis.

Results
Molar mass ... 124.139 g/mol
SMILES ... C#C[C@H]1CC(=O)O[C@@H]1C
LUMO ... 0.678 eV

Cartesian coordinates (Å):
C  2.877  -1.285  0.095
C  1.569  -1.087  -0.015
C  0.128  -0.419  -0.374
C  -1.097  -1.451  -0.218
C  -2.294  -0.384  -0.523
O  -3.332  -0.512  -1.245
O  -1.838  0.768  0.250
C  -0.428  0.728  0.665
C  0.529  1.981  0.299
H  4.010  -1.249  0.342
H  0.186  -0.078  -1.483
H  -1.072  -2.375  -0.917
H  -1.356  -1.834  0.852
H  -0.172  0.291  1.701
H  -0.154  2.821  -0.103
H  1.154  2.330  1.215
H  1.292  1.755  -0.542

Need the natural (NBO) charges? In units of e they are: -0.27 -0.05 -0.27 -0.52 0.81 -0.54 -0.54 0.10 -0.65 0.28 0.25 0.25 0.24 0.21 0.24 0.23 0.23

y | Here is a single C7H8O2 molecule from the Open Molecules 2025 dataset. Energies are from the ωB97M-V functional and the def2-TZVPD basis.

Results
Molar mass ... 124.139 g/mol
LUMO (alpha / beta) ... -1.630 / -2.924 eV

Cartesian coordinates (Å):
C  0.019  2.533  -0.549
C  -0.206  1.458  -0.109
C  2.605  0.179  0.422
C  1.661  -0.339  -0.908
C  0.304  -0.898  -0.345
C  -0.522  0.190  0.278
C  -1.574  -0.181  1.281
O  3.650  0.624  0.026
O  2.055  -0.010  1.480
H  0.471  3.317  -1.176
H  1.353  0.513  -1.601
H  2.403  -0.998  -1.504
H  -0.323  -1.278  -1.145
H  0.407  -1.706  0.340
H  -2.211  -1.053  0.930
H  -2.371  0.671  1.385
H  -1.164  -0.185  2.326

Need the natural (NBO) charges? In units of e they are: -0.11 -0.02 0.80 -0.48 -0.48 0.19 -0.69 -0.61 -0.60 0.26 0.22 0.25 0.26 0.25 0.25 0.24 0.28

Which structure is the least stable? The one labeled y.

w | Here is a molecular structure, C6H24As2F12N12O6Tl from the Open Molecules 2025 dataset. Energies are from the ωB97M-V functional and the def2-TZVPD basis.

Results
Molar mass ... 942.539 g/mol
LUMO ... -8.810 eV
Net charge ... +1

Cartesian coordinates (Å):
Tl  -0.386  -0.296  0.096
As  4.069  -0.033  1.609
F  2.343  0.161  1.312
F  3.686  -1.201  2.801
F  5.734  -0.224  1.923
F  4.430  1.121  0.366
F  3.985  1.247  2.776
F  4.156  -1.300  0.395
As  -2.631  -4.060  1.343
F  -1.601  -2.900  0.479
F  -3.210  -4.582  -0.188
F  -3.642  -5.175  2.148
F  -1.964  -3.435  2.802
F  -3.889  -2.853  1.435
F  -1.374  -5.258  1.323
C  -3.962  -1.039  -1.368
O  -2.774  -0.927  -1.039
N  -4.906  -1.581  -0.556
N  -4.424  -0.504  -2.550
H  -5.872  -1.595  -0.817
H  -4.575  -2.203  0.177
H  -5.386  -0.530  -2.835
H  -3.822  -0.144  -3.267
C  2.043  -3.507  0.517
O  1.378  -2.448  0.672
N  1.568  -4.694  0.967
N  3.318  -3.515  0.031
H  2.032  -5.568  0.800
H  0.634  -4.718  1.364
H  3.811  -2.641  0.008
H  3.808  -4.383  -0.060
C  2.411  -0.594  -2.626
O  1.501  -0.092  -1.921
N  2.315  -0.519  -3.981
N  3.469  -1.254  -2.103
H  1.541  0.003  -4.348
H  2.979  -0.925  -4.613
H  4.067  -1.735  -2.749
H  3.802  -1.025  -1.175
C  1.387  2.946  -1.037
O  0.934  2.019  -0.310
N  0.540  3.771  -1.718
N  2.723  3.109  -1.189
H  -0.444  3.752  -1.531
H  0.915  4.378  -2.424
H  3.026  3.934  -1.676
H  3.366  2.528  -0.662
C  -0.061  2.664  2.546
O  -0.591  1.633  2.096
N  1.263  2.768  2.763
N  -0.836  3.644  3.115
H  1.787  3.609  2.923
H  1.845  1.959  2.618
H  -0.345  4.371  3.600
H  -1.812  3.523  3.311
C  -3.146  2.733  -0.197
O  -2.140  2.002  -0.163
N  -3.303  3.752  0.710
N  -4.177  2.534  -1.077
H  -2.520  4.025  1.273
H  -4.136  4.305  0.800
H  -4.069  1.727  -1.669
H  -4.866  3.239  -1.251

Need the natural (NBO) charges? In units of e they are: 1.74 2.85 -0.64 -0.60 -0.60 -0.64 -0.63 -0.63 2.85 -0.65 -0.61 -0.61 -0.62 -0.63 -0.63 0.81 -0.72 -0.81 -0.86 0.39 0.45 0.40 0.41 0.78 -0.61 -0.76 -0.80 0.40 0.45 0.43 0.39 0.79 -0.68 -0.81 -0.80 0.41 0.41 0.39 0.44 0.79 -0.64 -0.81 -0.79 0.43 0.40 0.40 0.45 0.80 -0.60 -0.81 -0.83 0.41 0.45 0.40 0.42 0.79 -0.70 -0.84 -0.83 0.41 0.40 0.42 0.40

x | Here is a molecular structure, C6H24As2F12N12O6Tl from the Open Molecules 2025 dataset. Energies are from the ωB97M-V functional and the def2-TZVPD basis.

Results
Molar mass ... 942.539 g/mol
LUMO ... -9.009 eV
Net charge ... +1

Cartesian coordinates (Å):
Tl  -0.425  0.570  0.359
As  3.103  3.142  -0.775
F  4.124  2.246  0.344
F  3.475  1.984  -2.006
F  2.169  4.127  -1.866
F  2.725  4.226  0.511
F  4.504  4.050  -1.241
F  1.699  2.165  -0.356
As  -0.863  -1.856  4.244
F  -0.645  -1.062  2.697
F  -2.435  -1.090  4.392
F  -1.104  -2.685  5.733
F  0.697  -2.628  4.024
F  -0.191  -0.510  5.086
F  -1.679  -3.167  3.414
C  -0.413  3.200  -2.710
O  -0.348  2.454  -1.734
N  -0.974  4.430  -2.622
N  -0.024  2.831  -3.957
H  -0.901  5.119  -3.348
H  -1.480  4.689  -1.795
H  0.058  3.536  -4.667
H  0.272  1.892  -4.132
C  3.012  -0.442  2.137
O  2.034  -0.332  1.345
N  2.890  -1.055  3.318
N  4.231  -0.025  1.764
H  2.037  -1.543  3.559
H  3.715  -1.123  3.887
H  5.081  -0.391  2.158
H  4.337  0.698  1.055
C  2.100  -0.632  -2.198
O  0.935  -0.355  -1.867
N  2.497  -0.555  -3.494
N  3.056  -1.086  -1.357
H  3.327  -1.036  -3.787
H  1.924  -0.055  -4.144
H  3.960  -1.102  -1.794
H  2.937  -1.113  -0.359
C  -3.860  2.328  -0.550
O  -2.785  1.899  -0.150
N  -4.007  2.768  -1.836
N  -5.035  2.296  0.132
H  -3.171  2.807  -2.392
H  -4.886  3.045  -2.229
H  -5.849  2.699  -0.294
H  -5.058  2.164  1.127
C  -3.610  -1.931  0.609
O  -2.767  -1.035  0.630
N  -4.009  -2.591  1.715
N  -4.139  -2.423  -0.548
H  -3.560  -2.309  2.578
H  -4.728  -3.287  1.775
H  -3.780  -2.038  -1.404
H  -4.693  -3.255  -0.632
C  0.550  -3.126  0.198
O  -0.238  -2.169  0.224
N  1.206  -3.585  -0.907
N  0.827  -3.838  1.315
H  0.823  -3.145  -1.730
H  1.508  -4.544  -0.899
H  0.449  -3.581  2.214
H  1.395  -4.664  1.239

Need the natural (NBO) charges? In units of e they are: 1.74 2.85 -0.65 -0.63 -0.62 -0.61 -0.61 -0.65 2.83 -0.64 -0.63 -0.60 -0.64 -0.61 -0.64 0.80 -0.68 -0.83 -0.82 0.40 0.42 0.40 0.40 0.77 -0.66 -0.77 -0.79 0.45 0.40 0.41 0.46 0.79 -0.61 -0.80 -0.79 0.41 0.41 0.40 0.44 0.80 -0.70 -0.83 -0.82 0.41 0.40 0.39 0.42 0.79 -0.65 -0.79 -0.83 0.44 0.41 0.40 0.40 0.78 -0.61 -0.81 -0.78 0.41 0.40 0.45 0.39

Which structure is the least stable? The one labeled w.